Below is 2 unconnected molecules or ions with the total composition C4H11N3O2, with properties calculated with the ωB97M-V functional and the def2-TZVPD basis.

```
20
Properties=species:S:1:pos:R:3:mulliken_charge:R:1
C 0.819 -2.055 1.754 -0.95
C 2.056 -1.502 1.095 0.65
O 2.263 -0.211 1.409 -0.42
O 2.621 -2.011 0.163 -0.57
H 0.218 -2.743 1.166 0.27
H 0.240 -1.206 2.095 0.42
H 1.149 -2.722 2.558 0.28
C -1.305 2.854 -1.689 -0.96
C -1.462 0.772 -0.665 0.56
N -0.721 1.736 -1.022 -0.51
N -2.797 0.590 -0.985 -0.48
N -0.876 -0.330 -0.063 -0.31
H 2.924 0.141 0.793 0.34
H -0.606 3.526 -2.159 0.27
H -1.869 3.541 -1.027 0.31
H -3.334 1.439 -1.035 0.21
H -3.316 -0.207 -0.667 0.20
H 0.126 -0.280 0.013 0.19
H -1.276 -1.247 -0.117 0.19
H -2.089 2.552 -2.403 0.32
```

Results
* frontier orbital gap: 9.2 eV
* ΔE to the lowest compared entry with this formula, charge and spin: 0.992 eV
* max |F|: 0.0470 hartree/bohr
* E_HOMO: -8.51 eV
* total energy: -473.766306 Eh